1.
60
Properties=species:S:1:pos:R:3 method="wB97M-V/def2-TZVPD" smiles="CCOc1cc(NC(=S)NC[C@H]2CCCO2)c(OCC)cc1NC(=O)c1ccccc1F" largest_force_ev_per_a=0.71 de_lowest_ev=1.2244 multiplicity=1 energy_ha=-1856.538634 e_homo_ev=-7.31 charge=0 lumo_energy_ev=0.4115
C -0.106 3.928 0.266
C -0.857 3.231 1.396
O -1.514 2.055 0.970
C -0.810 0.885 0.840
C 0.547 0.732 1.066
C 1.158 -0.511 0.921
N 2.506 -0.715 1.193
C 3.547 0.143 1.219
S 4.880 -0.233 2.130
N 3.486 1.346 0.568
C 3.007 1.452 -0.794
C 3.962 0.788 -1.809
C 5.376 1.400 -1.841
C 6.237 0.350 -1.138
C 5.471 -0.934 -1.443
O 4.101 -0.577 -1.457
C 0.388 -1.636 0.577
O 1.078 -2.810 0.492
C 0.376 -4.018 0.264
C -0.361 -4.517 1.502
C -0.968 -1.481 0.344
C -1.572 -0.236 0.466
N -2.937 -0.025 0.256
C -3.883 -0.924 -0.111
O -3.666 -2.097 -0.355
C -5.269 -0.369 -0.249
C -6.127 -1.041 -1.120
C -7.432 -0.632 -1.307
C -7.922 0.460 -0.609
C -7.101 1.134 0.277
C -5.794 0.717 0.445
F -5.036 1.401 1.336
H 0.680 3.290 -0.128
H -0.794 4.166 -0.542
H 0.336 4.849 0.636
H -1.665 3.874 1.757
H -0.187 3.015 2.236
H 1.158 1.561 1.381
H 2.731 -1.665 1.462
H 4.337 1.874 0.732
H 2.896 2.512 -1.038
H 2.038 0.959 -0.872
H 3.484 0.859 -2.799
H 5.700 1.526 -2.874
H 5.410 2.373 -1.352
H 6.264 0.514 -0.061
H 7.257 0.320 -1.514
H 5.757 -1.339 -2.425
H 5.603 -1.706 -0.684
H 1.158 -4.729 -0.017
H -0.313 -3.908 -0.581
H -0.813 -5.482 1.291
H 0.335 -4.627 2.330
H -1.143 -3.821 1.796
H -1.590 -2.312 0.063
H -3.203 0.933 0.441
H -5.732 -1.899 -1.643
H -8.071 -1.166 -1.993
H -8.942 0.784 -0.745
H -7.458 1.978 0.847

2.
22
Properties=species:S:1:pos:R:3 method="wB97M-V/def2-TZVPD" largest_force_ev_per_a=1.06 de_lowest_ev=0.3960 multiplicity=2 energy_ha=-366.831171 e_homo_ev="3.83 / -0.16" s2=0.751 charge=-2 lumo_energy_ev="6.7179 / 6.6410"
C -2.777 -0.493 -0.391
O -2.475 -1.538 0.387
C -1.687 0.598 -0.462
C -0.465 0.187 -1.256
C 0.452 -0.835 -0.593
C 1.184 -0.329 0.636
N 2.118 0.732 0.268
C 3.090 1.154 1.258
H -3.746 0.060 -0.168
H -2.986 -0.798 -1.473
H -1.453 0.879 0.576
H -2.107 1.532 -0.888
H -0.844 -0.235 -2.199
H 0.157 1.036 -1.585
H -0.183 -1.682 -0.305
H 1.212 -1.159 -1.311
H 0.495 0.047 1.401
H 1.800 -1.138 1.035
H 1.644 1.511 -0.158
H 2.767 2.032 1.861
H 3.280 0.378 1.995
H 4.023 1.500 0.789

3.
16
Properties=species:S:1:pos:R:3 method="wB97M-V/def2-TZVPD" smiles=CC1(O)[C@@H]2OCO[C@H]21 largest_force_ev_per_a=6.91 de_lowest_ev=7.2539 multiplicity=1 energy_ha=-420.789490 e_homo_ev=-9.14 charge=0 lumo_energy_ev=0.6696
C 2.070 -0.877 0.326
C 0.979 0.119 -0.236
O 1.521 1.372 -0.701
C -0.358 0.683 0.443
O -1.765 0.466 1.042
C -2.348 0.032 -0.126
O -1.528 -0.271 -1.352
C -0.386 -0.387 -0.562
H 2.710 -1.237 -0.568
H 2.799 -0.349 1.132
H 1.581 -1.712 0.672
H 1.982 1.757 0.033
H -0.552 1.657 0.054
H -3.098 0.834 -0.504
H -3.092 -0.759 0.229
H -0.516 -1.328 0.119

4.
15
Properties=species:S:1:pos:R:3 method="wB97M-V/def2-TZVPD" largest_force_ev_per_a=5.06 de_lowest_ev=4.3764 multiplicity=1 energy_ha=-304.674664 e_homo_ev=-8.96 charge=0 lumo_energy_ev=0.3167
H 0.835 -1.363 -0.681
N 1.957 -1.178 -0.531
C 2.062 -0.028 -0.038
N 0.963 0.671 0.634
C -0.299 0.527 0.081
C -1.058 1.474 -0.445
C -1.119 -0.709 0.499
C -2.349 -0.888 -0.077
H 3.014 0.559 0.294
H 0.964 1.715 0.279
H -0.619 2.558 -0.629
H -2.118 1.139 -0.425
H -0.625 -1.207 1.245
H -2.297 -0.390 -1.160
H -3.009 -1.708 0.233